1 | DFT (ωB97M-V/def2-TZVPD) results for C42H56CaCl3GeN11O2P as an isolated structure.

## Properties
* 2S+1: 2
* Kohn-Sham gap (alpha / beta): 7.33 / 7.34 eV
* HOMO (alpha / beta): -7.8 / -7.8 eV

Atoms and positions in Å:
Ge1 -2.24 2.55 -2.21
Ca1 -0.45 0.88 -0.63
Cl1 -2.66 3.19 -4.30
Cl2 -4.39 1.95 -1.71
Cl3 -2.41 4.59 -1.18
P1 1.37 -1.48 1.18
O1 0.64 2.82 -0.47
O2 0.41 0.05 -2.47
N1 0.96 -0.17 0.57
N2 1.37 -0.74 -2.48
N3 -2.79 -0.55 0.72
N4 -1.34 1.88 1.22
N5 4.54 5.22 -5.44
N6 0.99 -2.83 0.10
N7 3.01 -1.82 1.36
N8 -2.38 -0.37 -0.68
N9 -0.68 3.10 1.46
N10 -3.30 -1.83 -2.29
N11 0.72 -2.08 2.61
C1 1.42 3.40 -1.50
C2 3.86 4.82 -4.60
C3 1.71 -4.31 -2.29
C4 0.46 -2.51 -1.09
C5 0.35 -3.62 -2.08
C6 -3.76 -3.86 -3.58
C7 -3.14 -1.67 -4.74
C8 0.25 3.51 0.69
C9 -1.27 -2.87 3.84
C10 3.07 5.86 1.51
C11 2.47 2.62 -1.92
C12 3.27 3.08 -2.95
C13 2.48 -4.48 -0.96
C14 -2.96 -3.19 -4.73
C15 0.29 5.89 1.38
C16 -3.63 -1.71 0.33
C17 -0.63 -2.72 2.47
C18 -3.31 0.51 1.48
C19 -2.58 1.83 1.58
C20 3.71 -2.09 2.62
C21 2.39 4.72 1.12
C22 -4.47 0.33 2.12
C23 4.36 -0.84 3.21
C24 1.11 4.61 -2.08
C25 -3.37 3.01 2.04
C26 0.78 -1.06 3.70
C27 1.00 4.74 1.06
C28 2.37 7.02 1.82
C29 5.28 -0.17 2.18
C30 -1.58 -1.49 4.46
C31 -2.69 -1.07 -3.42
C32 -5.06 -1.65 0.79
C33 -4.31 -2.84 -2.59
C34 4.51 0.11 0.88
C35 -5.38 -0.76 1.72
C36 0.98 7.03 1.76
C37 -0.59 -0.43 3.96
C38 3.90 -1.18 0.35
C39 1.60 -4.16 0.24
C40 -3.16 -1.33 -1.07
C41 1.91 5.07 -3.10
C42 3.00 4.31 -3.54
H1 2.94 3.82 0.87
H2 -4.19 -1.41 -4.93
H3 -3.26 -3.61 -5.69
H4 2.91 7.92 2.12
H5 2.87 -5.49 -0.85
H6 -1.29 -2.11 1.84
H7 4.16 5.85 1.57
H8 0.80 -4.90 0.32
H9 1.56 -5.26 -2.78
H10 -0.03 -3.23 -3.03
H11 4.92 -1.10 4.12
H12 -1.54 -1.56 5.55
H13 2.30 -3.69 -2.97
H14 0.43 7.94 1.99
H15 -0.40 -4.33 -1.70
H16 3.01 -2.55 3.33
H17 -4.60 -3.33 -1.66
H18 -4.21 3.15 1.36
H19 -2.76 3.91 2.03
H20 6.12 -0.84 1.96
H21 0.24 5.17 -1.75
H22 -0.60 -3.44 4.48
H23 1.69 6.02 -3.58
H24 -2.60 -1.19 4.20
H25 5.70 0.75 2.59
H26 1.16 -1.51 4.62
H27 1.08 -1.74 -1.88
H28 2.16 -4.19 1.16
H29 -4.60 -4.42 -3.97
H30 -0.49 0.38 4.68
H31 3.69 0.81 1.07
H32 3.58 -0.13 3.50
H33 -0.52 -3.69 2.00
H34 4.10 2.49 -3.31
H35 4.70 -1.89 0.11
H36 5.17 0.55 0.13
H37 -1.89 -3.40 -4.62
H38 -1.60 -1.11 -3.33
H39 -0.28 -1.72 -1.08
H40 -3.77 2.86 3.05
H41 -3.12 -4.57 -3.04
H42 3.34 -3.80 -0.93
H43 -4.80 1.05 2.85
H44 -2.19 -3.46 3.73
H45 -0.93 0.02 3.02
H46 4.50 -2.83 2.42
H47 -5.78 -2.34 0.36
H48 -3.16 -2.64 0.65
H49 -5.20 -2.36 -2.99
H50 1.47 -0.27 3.41
H51 -2.56 -1.21 -5.53
H52 -6.39 -0.74 2.12
H53 2.65 1.67 -1.44
H54 3.34 -0.99 -0.56
H55 -0.79 5.88 1.31
H56 -2.99 -0.02 -3.34


2 | DFT (ωB97M-V/def2-TZVPD) results for C42H56CaCl3GeN11O2P as an isolated structure.

## Properties
* 2S+1: 2
* Kohn-Sham gap (alpha / beta): 6.84 / 6.65 eV
* HOMO (alpha / beta): -6.7 / -6.7 eV

Atoms and positions in Å:
Ge1 -4.52 2.30 -1.74
Ca1 -2.11 0.34 -0.22
Cl1 -4.54 2.93 2.18
Cl2 -6.21 1.55 -0.51
Cl3 -4.98 4.45 -1.78
P1 1.65 0.28 -0.19
O1 -1.27 1.04 -2.57
O2 -3.14 2.46 0.10
N1 -1.58 -1.37 -1.79
N2 -0.54 -1.16 -2.54
N3 -3.32 1.99 1.30
N4 -3.79 -1.51 -0.27
N5 2.09 -1.30 0.00
N6 0.28 0.46 -0.93
N7 -1.51 -1.45 1.52
N8 -1.36 7.70 -3.58
N9 -2.00 -2.69 3.61
N10 1.45 1.12 1.25
N11 3.04 0.99 -0.74
C1 -3.99 -3.86 -0.69
C2 3.76 -3.08 0.13
C3 5.54 2.36 -1.43
C4 -5.59 -2.75 0.72
C5 -1.68 2.91 -3.94
C6 -3.85 -1.55 5.51
C7 2.74 -4.16 0.52
C8 1.56 -0.65 -4.07
C9 -1.50 -2.08 4.86
C10 2.50 -0.48 -5.08
C11 1.04 0.44 -3.36
C12 4.18 3.04 -1.55
C13 -3.37 -3.24 3.71
C14 -5.12 -3.91 0.10
C15 -0.05 0.17 -2.31
C16 -2.44 -1.00 5.36
C17 2.49 0.98 2.26
C18 3.18 2.45 -0.56
C19 2.94 0.80 -5.40
C20 2.46 1.88 -4.68
C21 1.35 -3.55 0.69
C22 -4.88 -1.59 0.49
C23 0.09 1.39 1.77
C24 -0.87 4.64 -1.94
C25 2.56 2.19 3.19
C26 3.98 0.38 -1.68
C27 1.13 -2.40 -0.28
C28 -4.34 -2.17 4.21
C29 -1.67 -3.73 -2.51
C30 -1.31 5.15 -3.16
C31 -1.73 4.27 -4.15
C32 1.16 2.67 3.61
C33 -1.22 2.40 -2.73
C34 -1.74 -2.02 2.50
C35 3.32 -1.72 0.67
C36 -0.82 3.28 -1.72
C37 1.54 1.70 -3.66
C38 -3.34 -2.63 -0.89
C39 0.11 1.63 3.28
C40 -2.17 -2.54 -1.74
C41 5.40 0.82 -1.33
C42 -1.35 6.57 -3.39
H1 -0.85 -3.39 -3.15
H2 -3.85 -2.31 6.30
H3 0.91 3.59 3.07
H4 3.66 0.94 -6.20
H5 0.12 -2.03 -0.20
H6 -2.00 2.21 -4.70
H7 6.15 2.63 -2.29
H8 -3.67 -3.61 2.73
H9 1.14 2.92 4.67
H10 3.53 2.66 0.46
H11 0.30 0.69 3.81
H12 2.72 -4.93 -0.25
H13 -3.62 -4.75 -1.17
H14 1.18 -1.64 -3.84
H15 6.10 0.32 -1.99
H16 1.22 2.57 -3.11
H17 1.26 -2.76 -1.30
H18 4.10 -0.97 0.52
H19 2.21 2.94 -0.67
H20 -0.50 -1.70 4.66
H21 2.81 2.88 -4.91
H22 3.79 2.91 -2.56
H23 -0.47 2.89 -0.78
H24 -1.41 -2.89 5.58
H25 3.75 0.66 -2.71
H26 -5.63 -4.85 0.25
H27 3.10 3.00 2.69
H28 -3.33 -4.08 4.40
H29 -2.43 -0.17 4.65
H30 1.21 -3.18 1.72
H31 -4.44 -1.40 3.44
H32 6.06 2.73 -0.55
H33 2.87 -1.34 -5.62
H34 0.57 -4.30 0.53
H35 3.05 -4.66 1.44
H36 2.34 0.07 2.86
H37 -6.48 -2.75 1.33
H38 4.76 -3.32 0.50
H39 -0.54 0.52 1.57
H40 3.18 -1.81 1.76
H41 3.88 -0.70 -1.63
H42 3.16 1.91 4.06
H43 -2.07 -0.61 6.31
H44 5.62 0.49 -0.31
H45 -2.45 -4.16 -3.14
H46 -0.57 5.32 -1.16
H47 4.27 4.11 -1.37
H48 -1.29 -4.51 -1.85
H49 3.45 0.86 1.75
H50 -0.33 2.27 1.29
H51 -0.88 1.97 3.57
H52 -5.21 -0.66 0.94
H53 3.84 -3.01 -0.96
H54 -5.33 -2.62 4.34
H55 -2.09 4.66 -5.09
H56 -4.53 -0.76 5.83


Name the least stable of them. 1.


1 | DFT (ωB97M-V/def2-TZVPD) results for an isolated ion of composition CH4N3 and charge +1.

## Properties
* charge: +1
* 2S+1: 1
* Kohn-Sham gap (alpha / beta): 9.10 / 9.09 eV
* HOMO (alpha / beta): -15.1 / -15.1 eV

Atoms and positions in Å:
N1 -2.06 0.44 0.25
N2 1.43 0.43 0.20
N3 -0.92 0.09 -0.23
C1 0.36 0.54 -0.46
H1 -2.83 -0.15 -0.05
H2 -0.90 -0.75 -0.86
H3 2.30 0.78 -0.20
H4 1.51 0.01 1.13


2 | DFT (ωB97M-V/def2-TZVPD) results for CH4N3 as an isolated structure.

## Properties
* charge: +1
* 2S+1: 1
* Kohn-Sham gap: 9.89 eV
* HOMO: -14.7 eV

Atoms and positions in Å:
N1 -1.00 -0.15 2.27
N2 -1.08 -0.16 3.39
N3 0.26 0.25 -0.05
C1 -1.11 0.08 0.44
H1 -1.49 -0.93 0.24
H2 0.12 0.30 -1.07
H3 0.66 1.15 0.27
H4 0.93 -0.52 0.13


Name the least stable of them. 1.


1 | DFT (ωB97M-V/def2-TZVPD) results for an isolated ion of composition CH4N3 and charge +1.

## Properties
* charge: +1
* 2S+1: 1
* Kohn-Sham gap: 10.94 eV
* SMILES string: [NH2+]=C1NN1
* HOMO: -15.8 eV

Atoms and positions in Å:
N1 -0.17 1.06 1.00
N2 -0.39 -1.24 -0.27
N3 0.74 -0.46 -0.90
C1 0.06 -0.05 0.12
H1 0.20 2.01 0.68
H2 -0.70 0.92 1.76
H3 -1.20 -1.37 -0.88
H4 1.47 -0.88 -1.51


2 | DFT (ωB97M-V/def2-TZVPD) results for a 2-piece molecular cluster, CH4N3 overall.

## Properties
* charge: +1
* 2S+1: 1
* Kohn-Sham gap (alpha / beta): 5.70 / 5.70 eV
* HOMO (alpha / beta): -12.0 / -12.0 eV

Atoms and positions in Å:
N1 2.31 -0.16 -0.33
N2 1.90 0.17 0.72
N3 -1.78 0.16 0.12
C1 -2.83 0.19 0.59
H1 -0.79 0.25 -0.01
H2 -3.71 0.14 0.68
H3 1.57 -0.13 -1.31
H4 3.34 -0.61 -0.46


Name the least stable of them. 2.


1 | DFT (ωB97M-V/def2-TZVPD) results for a 2-piece molecular cluster, CH5NOS overall.

## Properties
* 2S+1: 1
* Kohn-Sham gap: 10.52 eV
* SMILES string: NC=O.S
* HOMO: -9.8 eV

Atoms and positions in Å:
S1 1.44 -0.36 1.96
O1 -1.83 0.73 -0.69
N1 -0.55 -0.18 -2.35
C1 -0.75 0.43 -1.15
H1 0.38 -0.51 -2.56
H2 0.77 -1.42 1.48
H3 0.39 0.03 2.70
H4 -1.29 -0.69 -2.80
H5 0.17 0.65 -0.60


2 | DFT (ωB97M-V/def2-TZVPD) results for a 2-piece molecular cluster, CH5NOS overall.

## Properties
* 2S+1: 1
* Kohn-Sham gap: 10.46 eV
* SMILES string: NC=O.S
* HOMO: -9.8 eV

Atoms and positions in Å:
S1 -2.91 0.19 -1.65
O1 0.41 -1.42 1.18
N1 2.24 0.00 1.23
C1 0.95 -0.33 0.82
H1 -3.46 -0.48 -2.74
H2 0.64 0.21 -0.03
H3 -2.54 1.40 -2.15
H4 2.24 1.03 1.35
H5 2.43 -0.61 2.00


3 | DFT (ωB97M-V/def2-TZVPD) results for CH5NOS in the gas phase.

## Properties
* 2S+1: 1
* Kohn-Sham gap: 9.73 eV
* HOMO: -9.3 eV

Atoms and positions in Å:
S1 0.65 -0.75 -0.39
O1 -0.42 -1.59 -0.92
N1 -0.14 0.95 -1.16
C1 0.11 -0.25 1.27
H1 -0.93 -0.68 1.38
H2 -0.82 0.49 -1.68
H3 0.81 -0.63 2.03
H4 0.25 0.83 1.20
H5 0.48 1.62 -1.73


Name the least stable of them. 3.